1.
ORCA calculation (wB97M-V/def2-TZVPD) on the molecule C4H7NO2.

Properties
relative energy (zero: lowest compared OMol25 entry of this formula, charge and spin) = 1.12 kcal/mol
charge = 0
calculated total energy = -361.87906 a.u.
SMILES = C[C@H]1CNC(=O)O1
frontier orbital gap = 0.394 Ha
HOMO level = -0.3661 Eh

Geometry as XYZ:
```
14
Properties=species:S:1:pos:R:3:lowdin_charge:R:1
C 1.64 0.20 0.73 -0.039
C 0.59 -0.46 -0.14 -0.325
C -0.80 -0.57 0.55 -0.121
N -1.60 0.27 -0.31 0.093
C -0.93 0.72 -1.42 -0.560
O -1.37 1.36 -2.34 0.106
O 0.37 0.33 -1.32 0.050
H 1.27 1.15 1.12 0.091
H 2.55 0.38 0.16 0.085
H 1.88 -0.46 1.58 0.088
H 0.93 -1.44 -0.48 0.146
H -0.77 -0.22 1.59 0.119
H -1.15 -1.60 0.58 0.117
H -2.60 0.32 -0.29 0.151
```


2.
ORCA calculation (wB97M-V/def2-TZVPD) on a cluster of 2 separate species, C4H7NO2 in total.

Properties
relative energy (zero: lowest compared OMol25 entry of this formula, charge and spin) = 124.69 kcal/mol
charge = 0
calculated total energy = -361.68216 a.u.
frontier orbital gap = 0.304 Ha
HOMO level = -0.3056 Eh

Geometry as XYZ:
```
14
Properties=species:S:1:pos:R:3:lowdin_charge:R:1
O -0.94 -0.59 1.24 -0.026
C -0.86 0.14 0.04 -0.403
C -0.11 1.49 0.27 -0.096
O 1.30 1.32 0.52 -0.030
C 1.79 0.09 0.26 -0.210
N 1.18 -0.71 -0.54 0.063
C 0.03 -0.35 -1.09 -0.031
H -0.12 -1.10 1.35 0.090
H -1.88 0.36 -0.28 0.140
H -0.22 2.17 -0.58 0.133
H -0.53 1.93 1.17 0.142
H 2.74 -0.11 0.73 0.140
H -1.05 -2.06 -1.77 0.021
H -1.33 -2.59 -1.33 0.067
```


3.
ORCA calculation (wB97M-V/def2-TZVPD) on the molecule C4H7NO2 at a distorted geometry.

Properties
relative energy (zero: lowest compared OMol25 entry of this formula, charge and spin) = 24.11 kcal/mol
charge = 0
calculated total energy = -361.84243 a.u.
SMILES = CC(=O)NCC=O
frontier orbital gap = 0.387 Ha
HOMO level = -0.3653 Eh

Geometry as XYZ:
```
14
Properties=species:S:1:pos:R:3:lowdin_charge:R:1
C 0.91 1.31 -0.84 0.005
C 1.04 -0.19 -0.89 -0.544
N 0.69 -0.91 0.23 0.055
C -0.40 -0.50 1.11 -0.165
C -1.80 -0.56 0.56 -0.242
O -2.76 -0.28 1.23 0.057
O 1.58 -0.76 -1.81 0.062
H 0.69 1.62 -1.86 0.090
H 0.12 1.76 -0.25 0.063
H 1.86 1.72 -0.48 0.101
H 0.67 -1.90 0.02 0.139
H -0.30 -0.94 2.10 0.137
H -0.28 0.54 1.36 0.112
H -2.00 -0.92 -0.47 0.131
```


4.
ORCA calculation (wB97M-V/def2-TZVPD) on the molecule C4H7NO2 at a distorted geometry.

Properties
relative energy (zero: lowest compared OMol25 entry of this formula, charge and spin) = 52.93 kcal/mol
charge = 0
calculated total energy = -361.79650 a.u.
SMILES = O[C@@H]1CN=COC1
frontier orbital gap = 0.392 Ha
HOMO level = -0.3606 Eh

Geometry as XYZ:
```
14
Properties=species:S:1:pos:R:3:lowdin_charge:R:1
O -1.36 -0.35 1.27 -0.086
C -0.97 0.11 -0.08 -0.306
C -0.11 1.31 0.24 -0.114
O 1.29 1.17 -0.04 -0.038
C 1.77 -0.10 -0.08 -0.239
N 1.14 -1.16 -0.36 0.059
C -0.24 -1.00 -0.82 -0.169
H -0.66 -0.92 1.64 0.098
H -1.92 0.40 -0.55 0.147
H -0.39 2.29 -0.17 0.135
H -0.37 1.14 1.32 0.136
H 2.83 -0.13 0.17 0.131
H -0.22 -0.83 -1.91 0.129
H -0.79 -1.92 -0.64 0.115
```


5.
ORCA calculation (wB97M-V/def2-TZVPD) on the molecule C4H7NO2 at a distorted geometry.

Properties
relative energy (zero: lowest compared OMol25 entry of this formula, charge and spin) = 65.53 kcal/mol
charge = 0
calculated total energy = -361.77642 a.u.
SMILES = O=C1C[C@H](CO)N1
frontier orbital gap = 0.384 Ha
HOMO level = -0.3598 Eh

Geometry as XYZ:
```
14
Properties=species:S:1:pos:R:3:lowdin_charge:R:1
C 1.14 0.53 0.66 -0.266
C 0.26 -0.62 0.20 -0.278
C -1.21 -0.80 0.64 -0.026
C -1.64 -0.15 -0.78 -0.432
H 1.89 1.44 -0.77 0.030
H 0.48 1.52 0.71 0.163
H 1.78 0.43 1.60 0.138
H 0.88 -1.61 0.13 0.166
H -1.49 0.00 1.27 0.089
H -1.54 -1.83 0.91 0.125
H 0.33 0.29 -2.06 0.223
N -0.27 -0.14 -1.14 0.053
O 2.15 0.74 -0.26 -0.051
O -2.75 0.21 -1.12 0.065
```


6.
ORCA calculation (wB97M-V/def2-TZVPD) on a structure of composition C4H7NO2.

Properties
relative energy (zero: lowest compared OMol25 entry of this formula, charge and spin) = 117.76 kcal/mol
charge = 0
calculated total energy = -361.69320 a.u.
frontier orbital gap = 0.373 Ha
HOMO level = -0.3511 Eh

Geometry as XYZ:
```
14
Properties=species:S:1:pos:R:3:lowdin_charge:R:1
O -2.15 -0.32 -1.02 -0.097
C -1.41 -0.51 0.07 -0.318
C -0.03 -1.19 -0.02 -0.091
N 0.71 0.04 0.20 -0.123
C -0.31 1.05 0.36 -0.036
C 1.99 0.31 -0.20 -0.323
O 2.46 1.43 -0.24 0.034
H -1.47 0.67 -0.52 0.172
H -1.93 -0.62 1.03 0.145
H 0.12 -1.95 0.75 0.122
H 0.13 -1.63 -1.01 0.133
H -0.45 1.41 1.38 0.112
H -0.15 1.91 -0.31 0.127
H 2.54 -0.61 -0.47 0.142
```


7.
ORCA calculation (wB97M-V/def2-TZVPD) on the molecule C4H7NO2 at a distorted geometry.

Properties
relative energy (zero: lowest compared OMol25 entry of this formula, charge and spin) = 75.59 kcal/mol
charge = 0
calculated total energy = -361.76040 a.u.
SMILES = CC/N=C\C(=O)O
frontier orbital gap = 0.378 Ha
HOMO level = -0.3586 Eh

Geometry as XYZ:
```
14
Properties=species:S:1:pos:R:3:lowdin_charge:R:1
C 0.25 -0.95 0.64 -0.200
C 1.66 -0.93 0.05 -0.120
C -1.10 1.67 -0.92 -0.534
C -1.77 0.72 0.15 -0.105
O 0.16 1.38 -1.11 0.085
N -1.29 -0.27 0.73 0.080
O -1.72 2.63 -1.27 0.105
H 0.37 0.46 -0.52 0.125
H -2.80 1.02 0.34 0.119
H -0.14 -1.96 0.46 0.097
H 0.37 -0.99 1.72 0.097
H 1.63 -1.01 -1.04 0.079
H 2.17 0.01 0.29 0.079
H 2.21 -1.77 0.47 0.091
```


8.
ORCA calculation (wB97M-V/def2-TZVPD) on the molecule C4H7NO2 at a distorted geometry.

Properties
relative energy (zero: lowest compared OMol25 entry of this formula, charge and spin) = 92.39 kcal/mol
charge = 0
calculated total energy = -361.73362 a.u.
SMILES = NC(=O)C[C@H]1CO1
frontier orbital gap = 0.346 Ha
HOMO level = -0.3202 Eh

Geometry as XYZ:
```
14
Properties=species:S:1:pos:R:3:lowdin_charge:R:1
N -0.99 -0.45 2.31 0.157
C -0.78 -0.57 0.97 -0.537
O -1.27 -1.46 0.30 0.056
C 0.10 0.50 0.34 -0.064
C 0.88 0.04 -0.89 -0.327
C 0.48 0.46 -2.43 -0.046
O 1.39 1.13 -1.56 -0.073
H -1.63 -1.09 2.75 0.112
H -0.63 0.32 2.85 0.102
H 0.86 0.86 1.05 0.131
H -0.52 1.37 0.09 0.145
H 1.43 -0.88 -0.82 0.147
H -0.35 -0.04 -1.82 0.112
H 1.03 -0.19 -3.12 0.085
```